Molecular formula: CH4N2S
Method: DFT, wB97M-V/def2-TZVPD

```
8
Properties=species:S:1:pos:R:3:lowdin_charge:R:1
N 0.662 0.935 -0.165 0.05
C -0.123 0.013 0.408 -0.92
N -0.685 -0.952 -0.347 0.05
S -0.210 -0.093 2.216 0.36
H 1.322 1.533 0.359 0.11
H 0.614 1.120 -1.175 0.11
H -0.690 -0.673 -1.351 0.12
H -0.890 -1.884 0.055 0.12
```

Summary:
**Maximum force**: 4.8 eV/Å
**Multiplicity**: 1
**Molar mass**: 76.12 g mol⁻¹
**Kohn-Sham gap**: 8.448 eV
**Highest occupied orbital energy**: -0.291 hartree
**ΔE to the lowest compared entry with this formula, charge and spin**: 45.1 kJ/mol